ORCA calculation (the ωB97M-V functional and the def2-TZVPD basis) on a cluster of 2 separate species, C4H12NO in total.

Lowest unoccupied orbital energy   -3.23 eV
Frontier orbital gap   11.28 eV
Charge   +1
E_tot   -289.2940 Eh

Structure (XYZ):
```
18
Properties=species:S:1:pos:R:3:nbo_charge:R:1
C 1.085 1.114 1.367 -0.659
C -0.337 0.733 1.532 -0.492
C -1.006 0.206 0.296 0.213
C -2.014 0.589 -0.556 -0.374
N -0.345 -1.186 -0.205 -0.756
H 1.322 2.284 1.493 0.255
H 1.469 1.191 0.373 0.224
H 1.857 0.592 1.995 0.244
H -0.974 1.573 1.765 0.258
H -0.490 0.040 2.294 0.239
H -2.498 1.512 -0.316 0.242
H -2.458 -0.049 -1.361 0.238
H -0.410 -1.916 0.543 0.431
H -0.702 -1.490 -1.066 0.433
H 0.667 -1.224 -0.533 0.477
H 1.914 -0.510 -2.515 0.519
H 1.533 -2.123 -2.880 0.525
O 1.387 -1.335 -2.224 -1.017
```


ORCA calculation (the ωB97M-V functional and the def2-TZVPD basis) on an isolated molecule of C4H12N4O.

Lowest unoccupied orbital energy   0.82 eV
Frontier orbital gap   9.47 eV
SMILES string   C[C@H]1N(C)C(N)(N)N1O
Charge   0
E_tot   -453.8007 Eh

Structure (XYZ):
```
21
Properties=species:S:1:pos:R:3:nbo_charge:R:1
C -1.238 1.060 -1.306 -0.652
C 0.182 0.969 -0.771 0.107
N 0.329 0.736 0.683 -0.470
C -0.724 1.066 1.614 -0.419
C 0.674 -0.654 0.440 0.533
N 1.850 -1.046 1.146 -0.846
N -0.396 -1.580 0.621 -0.883
N 0.912 -0.272 -1.043 -0.186
O 0.310 -1.175 -1.978 -0.609
H -1.799 0.185 -0.988 0.225
H -1.208 1.099 -2.393 0.221
H -1.716 1.966 -0.943 0.216
H 0.777 1.835 -1.094 0.170
H -1.667 0.550 1.404 0.187
H -0.384 0.786 2.610 0.209
H -0.885 2.142 1.577 0.201
H 2.513 -0.283 1.177 0.379
H 2.283 -1.855 0.715 0.365
H -0.500 -2.171 -0.198 0.391
H -0.244 -2.147 1.445 0.381
H 0.931 -1.211 -2.717 0.480
```


ORCA calculation (the ωB97M-V functional and the def2-TZVPD basis) on an isolated molecule of C24H32N6O2.

Lowest unoccupied orbital energy   0.62 eV
Frontier orbital gap   8.98 eV
SMILES string   CO[C@@H](C(=O)Nc1ccnn1C1CCN(Cc2cnn(C(C)C)c2)CC1)c1ccccc1
Charge   0
E_tot   -1412.7451 Eh

Structure (XYZ):
```
64
Properties=species:S:1:pos:R:3:nbo_charge:R:1
C -4.737 -0.370 -3.301 -0.249
O -4.160 0.502 -2.359 -0.539
C -4.848 0.518 -1.124 -0.025
C -4.577 -0.767 -0.310 0.667
O -5.419 -1.340 0.338 -0.587
N -3.266 -1.102 -0.394 -0.626
C -2.629 -2.122 0.293 0.307
C -3.124 -3.226 0.956 -0.355
C -1.979 -3.865 1.446 -0.044
N -0.882 -3.216 1.114 -0.280
N -1.276 -2.156 0.405 -0.174
C -0.343 -1.157 -0.061 -0.039
C -0.369 0.081 0.841 -0.411
C 0.648 1.101 0.339 -0.217
N 1.975 0.522 0.345 -0.433
C 3.005 1.504 0.046 -0.227
C 4.366 0.947 0.289 -0.143
C 4.882 0.441 1.495 -0.056
N 6.123 0.026 1.341 -0.258
N 6.435 0.246 0.069 -0.164
C 7.744 -0.107 -0.428 -0.039
C 7.634 -1.183 -1.507 -0.610
C 8.475 1.133 -0.942 -0.610
C 5.405 0.796 -0.606 -0.056
C 2.042 -0.623 -0.541 -0.229
C 1.078 -1.711 -0.080 -0.398
C -4.344 1.644 -0.253 0.043
C -3.135 2.271 -0.523 -0.260
C -2.657 3.255 0.325 -0.197
C -3.375 3.610 1.453 -0.217
C -4.580 2.983 1.727 -0.201
C -5.064 2.004 0.880 -0.221
H -4.129 -0.296 -4.201 0.199
H -5.766 -0.075 -3.531 0.175
H -4.739 -1.406 -2.943 0.176
H -5.932 0.608 -1.280 0.206
H -2.697 -0.508 -0.986 0.420
H -4.150 -3.504 1.067 0.247
H -1.916 -4.768 2.020 0.207
H -0.626 -0.871 -1.085 0.185
H -0.100 -0.222 1.853 0.222
H -1.363 0.532 0.865 0.219
H 0.357 1.444 -0.674 0.152
H 0.646 1.970 1.001 0.207
H 2.842 2.360 0.709 0.208
H 2.937 1.864 -0.999 0.167
H 4.392 0.366 2.444 0.213
H 8.275 -0.512 0.440 0.228
H 8.625 -1.504 -1.814 0.215
H 7.109 -0.800 -2.380 0.202
H 7.091 -2.044 -1.125 0.222
H 7.967 1.547 -1.810 0.203
H 8.515 1.895 -0.167 0.221
H 9.490 0.873 -1.227 0.215
H 5.469 1.047 -1.645 0.214
H 1.806 -0.335 -1.585 0.151
H 3.063 -1.009 -0.520 0.222
H 1.138 -2.574 -0.743 0.221
H 1.342 -2.034 0.926 0.236
H -2.586 2.002 -1.413 0.225
H -1.718 3.742 0.104 0.213
H -2.999 4.374 2.117 0.215
H -5.144 3.258 2.606 0.217
H -5.997 1.505 1.097 0.224
```


ORCA calculation (the ωB97M-V functional and the def2-TZVPD basis) on a cluster of 2 separate species, C4H12 in total.

Lowest unoccupied orbital energy   1.27 eV
Frontier orbital gap   13.05 eV
SMILES string   CC.CC
Charge   0
E_tot   -159.5777 Eh

Structure (XYZ):
```
16
Properties=species:S:1:pos:R:3:nbo_charge:R:1
C 3.481 -0.164 -2.966 -0.606
C 3.620 0.260 -4.454 -0.606
H 3.809 -1.201 -2.785 0.204
H 2.421 -0.074 -2.674 0.200
H 4.079 0.510 -2.330 0.202
H 3.006 -0.381 -5.108 0.202
H 4.680 0.137 -4.734 0.200
H 3.332 1.312 -4.620 0.204
C -3.763 4.840 0.024 -0.602
C -2.973 5.606 1.040 -0.603
H -4.356 4.051 0.517 0.202
H -3.187 4.384 -0.800 0.200
H -4.455 5.586 -0.402 0.200
H -3.756 5.947 1.737 0.201
H -2.446 6.490 0.642 0.203
H -2.250 4.987 1.597 0.200
```


ORCA calculation (the ωB97M-V functional and the def2-TZVPD basis) on an isolated molecule of C12H13N3O4S2.

Lowest unoccupied orbital energy   0.15 eV
Frontier orbital gap   8.37 eV
SMILES string   COCC(=O)Nc1ccc(S(=O)(=O)Nc2nccs2)cc1
Charge   0
E_tot   -1726.3220 Eh

Structure (XYZ):
```
34
Properties=species:S:1:pos:R:3:nbo_charge:R:1
C -3.034 -2.830 2.789 -0.269
O -2.015 -3.881 2.516 -0.514
C -2.015 -4.306 1.263 -0.163
C -1.551 -3.292 0.165 0.736
O -1.589 -3.368 -0.916 -0.489
N -0.417 -2.329 0.928 -0.716
C 0.266 -1.484 0.040 0.164
C 1.086 -0.653 0.876 -0.182
C 1.837 0.299 0.463 -0.212
C 2.062 0.443 -1.036 -0.414
S 2.957 1.864 -1.556 2.395
O 3.484 1.358 -2.663 -0.966
O 3.616 2.546 -0.549 -0.889
N 1.669 2.654 -2.372 -0.859
C 1.099 3.688 -1.468 0.164
N 0.330 4.766 -2.057 -0.456
C -0.064 5.438 -0.927 -0.038
C -0.028 4.787 0.249 -0.458
S 1.001 3.442 0.290 0.440
C 1.171 -0.258 -1.929 -0.055
C 0.126 -1.220 -1.221 -0.299
H -3.056 -2.536 3.771 0.201
H -4.000 -3.334 2.583 0.180
H -3.093 -1.868 2.036 0.191
H -2.906 -4.650 0.816 0.173
H -1.404 -5.129 1.234 0.217
H -0.392 -2.552 1.856 0.414
H 1.166 -0.755 2.134 0.203
H 2.587 0.831 0.953 0.228
H 1.648 3.142 -3.174 0.418
H -0.844 6.191 -1.208 0.208
H -0.567 5.092 0.912 0.196
H 1.075 -0.115 -2.929 0.213
H -0.203 -1.983 -1.866 0.239
```


ORCA calculation (the ωB97M-V functional and the def2-TZVPD basis) on a structure of composition C4H9NO.

Lowest unoccupied orbital energy   0.89 eV
Frontier orbital gap   8.65 eV
Charge   0
E_tot   -287.7054 Eh

Structure (XYZ):
```
15
Properties=species:S:1:pos:R:3:nbo_charge:R:1
C -1.409 0.007 1.550 -0.827
C -0.773 0.902 0.681 -0.128
N 0.415 -0.032 -0.556 -0.466
C 1.531 0.597 -1.219 -0.415
C 0.269 -1.310 -0.639 0.493
O -0.623 -1.974 0.015 -0.670
H -1.019 -0.096 2.560 0.216
H -1.031 -1.242 0.764 0.468
H -2.483 -0.131 1.436 0.226
H 0.037 1.541 1.030 0.192
H -1.348 1.341 -0.132 0.198
H 2.241 0.999 -0.485 0.198
H 1.196 1.425 -1.853 0.200
H 2.073 -0.124 -1.850 0.190
H 0.923 -1.904 -1.301 0.125
```


ORCA calculation (the ωB97M-V functional and the def2-TZVPD basis) on a structure of composition C29H17Co2NO8S.

Lowest unoccupied orbital energy   4.10 eV
Frontier orbital gap   3.22 eV
Charge   -2
E_tot   -4935.4613 Eh

Structure (XYZ):
```
58
Properties=species:S:1:pos:R:3:nbo_charge:R:1
C -4.959 -0.270 2.267 -0.231
C -4.375 -1.522 2.166 -0.221
C -3.041 -1.654 1.738 -0.157
C -2.263 -0.532 1.465 -0.060
C -0.836 -0.761 1.111 -0.336
C -0.234 -1.864 1.999 0.306
N 0.349 -2.608 2.755 -0.364
S 0.153 0.745 1.779 2.099
C 1.899 0.181 1.829 -0.198
C 2.311 0.044 3.137 -0.226
C 3.578 -0.458 3.400 -0.206
C 4.428 -0.790 2.353 -0.208
C 4.034 -0.563 1.037 -0.216
C 2.771 -0.023 0.747 -0.206
O 0.094 1.712 0.680 -0.927
O -0.281 1.057 3.126 -0.929
C -2.839 0.736 1.471 -0.195
C -4.144 0.844 2.010 -0.193
H -6.011 -0.140 2.573 0.202
H -4.993 -2.398 2.324 0.201
H -2.630 -2.657 1.605 0.215
H 1.607 0.279 3.936 0.251
H 3.849 -0.580 4.437 0.203
H 5.405 -1.205 2.572 0.204
H 4.712 -0.818 0.230 0.216
H 2.461 0.191 -0.282 0.257
H -2.323 1.617 1.031 0.253
H -4.550 1.838 2.153 0.200
O -3.174 0.261 -6.770 -0.644
C -2.796 0.371 -5.666 0.370
Co -2.182 0.705 -4.041 -0.091
C -0.950 1.912 -4.316 0.489
O -0.103 2.675 -4.499 -0.617
C -3.484 1.609 -3.209 0.444
O -4.275 2.302 -2.765 -0.602
C -0.953 -0.750 -3.151 -0.358
C 0.329 -1.019 -3.896 0.068
C 0.370 -1.137 -5.299 -0.208
C 1.569 -1.365 -5.988 -0.230
C 2.784 -1.492 -5.283 -0.267
C 2.726 -1.422 -3.876 -0.217
C 1.524 -1.204 -3.204 -0.260
C -1.385 -0.902 -1.797 -0.111
C -0.740 -0.935 -0.484 -0.526
Co -2.582 -1.499 -3.017 -0.137
C -3.184 -1.980 -4.663 0.568
O -3.596 -2.475 -5.637 -0.582
C -4.011 -0.834 -2.265 0.498
O -4.980 -0.546 -1.675 -0.599
C -2.666 -3.128 -2.384 0.537
O -2.821 -4.202 -1.967 -0.588
H -0.540 -1.090 -5.885 0.226
H 1.600 -1.444 -7.077 0.192
H 3.770 -1.643 -5.797 0.188
H 3.640 -1.568 -3.316 0.183
H 1.480 -1.209 -2.131 0.207
H -0.561 -2.174 -0.309 0.093
H 0.037 -0.051 -0.634 0.240
```


ORCA calculation (the ωB97M-V functional and the def2-TZVPD basis) on a structure of composition C23H47F3N4ORhS2.

Lowest unoccupied orbital energy   -2.66 eV
Frontier orbital gap   8.22 eV
Charge   +1
E_tot   -2405.1373 Eh

Structure (XYZ):
```
81
Properties=species:S:1:pos:R:3:mulliken_charge:R:1
Rh 0.493 -2.493 0.850 1.028
N 0.663 -3.632 2.635 -0.391
C -0.512 -4.369 3.115 -0.813
C -0.991 -5.352 2.054 -0.756
C -1.588 -4.690 0.824 -0.310
N -0.588 -4.001 -0.031 -0.612
H 1.462 -4.255 2.560 0.290
H 0.927 -2.887 3.277 0.333
H -1.289 -3.639 3.351 0.303
H -0.271 -4.917 4.031 0.454
H -1.760 -5.990 2.493 0.394
H -0.171 -6.019 1.767 0.310
H -2.309 -3.927 1.114 0.029
H -2.096 -5.430 0.201 0.428
H -1.084 -3.566 -0.807 0.425
H 0.056 -4.682 -0.435 0.248
O 0.874 -1.008 2.683 -0.582
S 1.753 0.204 2.925 0.034
C 0.861 1.141 4.206 -0.630
C 0.809 2.580 3.724 -0.935
C 0.432 2.491 2.248 -0.261
C 1.340 1.427 1.637 0.662
H 1.350 0.995 5.166 0.437
H -0.132 0.687 4.223 0.263
H 1.786 3.056 3.837 0.332
H 0.095 3.161 4.307 0.424
H 0.548 3.449 1.740 0.430
H -0.613 2.184 2.153 -0.135
H 2.285 1.830 1.278 0.521
H 0.880 0.833 0.848 -0.816
C -4.044 0.191 -0.372 -1.631
C -3.786 -0.566 0.933 2.143
C -3.857 0.417 2.110 -1.506
C -4.850 -1.656 1.112 -1.854
C -2.452 -1.191 0.902 0.263
C -1.357 -1.718 0.872 -0.434
H -5.047 0.620 -0.367 0.507
H -3.952 -0.468 -1.236 0.381
H -3.334 1.011 -0.481 0.230
H -4.854 0.856 2.174 0.404
H -3.135 1.226 1.981 0.215
H -3.639 -0.089 3.050 0.395
H -5.844 -1.208 1.161 0.450
H -4.679 -2.214 2.033 0.366
H -4.832 -2.355 0.276 0.345
C -0.407 1.290 -4.804 -1.060
C -0.733 2.603 -4.099 -0.640
C -1.384 2.450 -2.725 -0.956
C -0.463 2.029 -1.574 -0.226
N -0.210 0.589 -1.511 0.532
C 0.869 -0.151 -1.720 0.302
S 0.719 -1.868 -1.467 -0.641
N 2.042 0.236 -2.206 0.099
C 2.547 1.529 -2.661 -0.773
C 3.182 2.349 -1.544 0.684
C 3.729 3.689 -2.030 -0.677
C 4.960 3.559 -2.920 -1.251
H 0.064 1.477 -5.769 0.362
H -1.317 0.716 -4.984 0.365
H 0.266 0.655 -4.229 0.174
H -1.417 3.174 -4.731 0.419
H 0.162 3.227 -4.011 0.306
H -2.207 1.736 -2.797 0.263
H -1.834 3.403 -2.436 0.508
H -0.935 2.291 -0.623 0.231
H 0.478 2.569 -1.617 0.299
H -0.986 0.033 -1.160 -0.285
H 2.722 -0.510 -2.170 0.343
H 1.749 2.077 -3.159 -0.302
H 3.286 1.308 -3.431 0.578
H 3.980 1.759 -1.084 0.579
H 2.436 2.515 -0.765 -0.687
H 3.975 4.302 -1.161 0.409
H 2.940 4.229 -2.565 0.261
H 5.761 3.032 -2.400 0.320
H 5.336 4.541 -3.205 0.393
H 4.745 3.016 -3.841 0.302
F 3.341 -3.226 -0.154 -0.310
C 2.678 -2.537 0.811 0.179
F 3.289 -2.903 1.985 -0.284
F 3.087 -1.220 0.634 -0.194
```


Which of these has the highest lowest unoccupied orbital energy?
C29H17Co2NO8S


Which formula does entry 4 have?
C4H12